111
Properties=species:S:1:pos:R:3 method="wB97M-V/def2-TZVPD" energy_ev=-92948.2302 total_charge=+1 molar_mass_g_mol=1031.01 gap_ha=0.2483 lumo_energy_ev=-2.65
C 2.72774 3.46749 1.43283
C -1.52157 0.57357 -3.38234
C -0.66859 -4.08410 -1.06227
C -4.38453 1.21584 -0.62375
H -2.61305 -7.35555 -1.73338
C -2.22879 0.29493 2.76596
H -4.04901 2.22808 -0.81817
C 2.12328 2.52189 0.60366
C 0.62858 1.85880 3.30814
H -0.18697 -7.43265 -1.23541
C 1.74584 4.28287 -1.00827
N -0.58235 -1.25186 1.77060
C 0.38215 2.24158 4.61332
C -5.91121 -0.58531 -1.05562
H -0.48902 2.84223 4.84585
C 3.72878 0.20824 1.07441
H -0.03909 2.15869 2.51063
C 1.10560 2.04377 -1.68981
C 1.76190 1.11398 2.98373
H 2.68965 -1.05453 -0.83064
H -5.56829 -2.39216 0.04385
O 1.44965 2.42682 -2.91769
C 1.67231 -2.62502 -1.86768
C 2.38779 1.12143 5.30744
H -0.77898 3.53863 0.56491
H -3.79144 -5.19207 -1.77493
C -2.01674 5.13320 1.29959
C -1.52252 -1.01453 2.72204
C -2.06939 -6.44026 -1.54042
C 4.06539 -1.01418 1.66191
C 3.76461 -1.64105 -2.58384
P 2.00740 0.79128 1.20181
C -5.48682 0.71429 -1.29743
H 3.32554 -1.55517 2.24126
C -0.70737 -6.48418 -1.26654
H 4.58497 -2.39918 -4.41798
C -1.61153 -2.13551 3.53388
C -0.69155 -3.08013 3.03575
H -1.35298 1.47655 -5.38248
H 3.08331 0.83792 6.08654
H -1.69809 0.98502 3.42623
H 2.70063 -3.95045 -4.81506
H 2.33212 6.25666 -0.43545
H 0.06474 2.25897 -4.40925
C -0.06782 -2.50081 1.94221
N 0.33523 1.01715 -1.61250
C -3.82215 3.13833 2.01221
C 6.27973 -0.86303 0.74634
C 2.29443 5.21414 -0.14976
C 3.77019 -2.45620 -3.70784
H 4.42424 1.81072 -0.18110
C 2.71464 -1.71570 -1.68440
H 3.13554 3.15096 2.38349
H -6.00892 1.33289 -2.01590
C 4.67581 0.87286 0.29680
C 1.67411 -3.41788 -3.01523
C -3.21901 5.46435 1.90402
C -2.03332 -4.04647 -1.32156
H -1.97951 -1.53694 -3.35006
H -2.14701 -0.75727 -1.77930
H -3.36694 -0.48663 -3.00977
H 3.29050 5.50981 1.72919
C -0.00836 -5.31316 -1.03168
H 1.07363 2.16064 6.64359
H 5.59352 -2.47704 1.98375
H 7.27348 -1.27289 0.62365
H -0.49266 -4.06819 3.41966
C 0.94766 -2.99242 0.97093
H -1.95761 1.50087 -2.99024
C -0.01577 0.57504 -3.00479
H -2.55655 -3.09712 -1.32969
C -2.60984 2.79991 1.41376
H 0.37946 -0.43438 -3.16135
H 1.05669 -5.35456 -0.83848
H 6.67614 0.86110 -0.46470
H -1.05543 -0.26536 -5.32514
C -5.23377 -1.37940 -0.14132
C -2.29838 -0.62262 -2.83963
C -1.71428 3.80184 1.04965
H -2.26889 -2.24042 4.38250
H -3.58919 -1.51386 1.23173
H -3.45874 6.50138 2.09911
C 2.81267 4.79852 1.06831
C -3.70676 0.42609 0.30550
C 2.64573 0.75147 3.99410
Pt -0.11388 -0.08117 0.16387
H 1.13378 -4.05730 1.08401
H 1.88999 -2.44591 1.07870
H 4.57293 -0.94145 -2.40953
P 0.26290 -2.54982 -0.70517
C -1.65773 0.54473 -4.90573
C 1.26220 1.86541 5.61993
H 3.54631 0.20150 3.76264
C -4.12162 4.46782 2.25625
C 0.74147 1.60879 -3.85650
H -5.06295 4.72990 2.72113
H -2.69799 0.36431 -5.17548
P -2.18811 1.05984 1.08096
H -4.53198 2.36409 2.27714
H -6.76986 -0.97958 -1.58359
C 5.94599 0.33791 0.13930
H -3.25413 0.20230 3.12573
C -2.73025 -5.22345 -1.56433
H -1.31656 5.91066 1.02215
C 1.65364 2.93243 -0.64665
C -4.12673 -0.88317 0.53149
C 5.33755 -1.53840 1.51018
H 1.46145 1.17083 -4.54333
H 1.38426 4.59019 -1.97894
C 2.71752 -3.33110 -3.92767
H 0.85724 -4.09997 -3.20854

121
Properties=species:S:1:pos:R:3 method="wB97M-V/def2-TZVPD" energy_ev=-198317.2885 total_charge=-2 molar_mass_g_mol=1174.52 gap_ha=0.2194 lumo_energy_ev=3.52
Cd 0.93066 -0.03481 -0.65722
H -3.49461 -2.49753 -3.71272
H -3.24049 0.42471 4.73913
H -1.28475 6.19516 4.60955
H 2.62200 -2.90442 -1.99673
H -3.40775 -3.21324 6.98203
C 0.42202 -5.23284 -7.07875
H 0.86144 0.00347 -4.96403
P 0.74799 -2.67983 -0.47122
C -3.10912 -0.64886 4.78677
H 3.43076 -3.89648 0.06283
H -2.64740 -0.88584 -0.73722
H 1.83483 -4.48030 -1.70702
H 0.38930 -4.84568 -8.10234
H 1.62407 0.03789 2.33738
H 1.75570 -3.00326 -6.28528
C 0.15922 1.07205 3.52797
C 6.48679 6.17773 -4.14264
C 2.52363 4.02743 -2.43214
C -3.79408 -1.04923 1.08006
H -0.19066 0.75314 6.88499
C 2.29288 3.49405 3.72589
H -0.18585 -3.09948 2.21700
H -1.50071 -3.29212 0.20207
C 0.19591 0.58295 5.88644
C -1.24635 -4.26541 -5.44460
C -2.29521 1.18013 2.15175
H 7.31025 6.06549 -4.84576
C 1.22368 -0.32231 5.68121
H -0.22490 -6.11167 -7.03350
H -2.24742 -3.28857 2.85447
Se -1.40095 -0.81856 -3.03074
C -1.13705 3.63669 2.39553
O -1.09487 -1.23477 1.41210
S 1.94820 3.21791 2.11707
C -0.92517 4.36168 3.56779
C -0.82271 -3.60072 -0.59512
H -1.33655 2.08374 -0.95852
H -2.91446 1.52006 2.98298
H 4.44147 6.55157 -1.19040
S 5.75048 -1.59765 -0.26594
C 1.73686 -0.51624 4.40122
C -2.54810 -2.73787 3.73996
H -2.20154 1.52807 -2.08382
C -1.45822 5.63531 3.69752
C -1.68381 -3.29288 -4.54090
C -3.62509 -1.07841 -0.30753
C -6.11149 -1.63618 0.80030
H -1.27726 -3.31419 -1.54604
H -3.70270 -0.76580 6.84565
C -0.85942 -2.18291 -4.25585
C 0.78590 -3.08819 -5.79824
C -3.37661 -1.32075 5.97379
C -1.87355 4.20119 1.35515
C -0.01986 -4.18408 -6.08460
C -2.39063 5.48389 1.48717
C 0.79902 -3.54957 2.17017
H -0.65224 -4.67803 -0.56254
H 2.69438 6.16711 -5.07944
O 6.75909 8.52590 -4.50607
C 1.20979 0.17791 3.32722
H -3.69419 -4.05929 -4.55302
H -1.89820 -5.11125 -5.65589
H 0.76970 -4.17029 4.22241
H -2.74725 1.51452 1.21454
H 6.84950 5.94067 -3.14037
H -5.18065 -1.30403 2.70794
H 5.68443 5.48419 -4.37550
H -6.77812 -1.90460 -1.22149
N 2.51091 3.66506 4.85969
H -7.08101 -1.86065 1.22903
H 4.39577 -4.92454 2.06063
C 3.37696 -4.55596 2.09302
H -4.54402 -1.39206 -2.20922
H -2.70242 -4.48810 4.97072
C 2.86003 5.76956 -4.08422
C -0.33730 1.28165 4.80961
C -4.69760 -1.37970 -1.13566
H 1.69516 3.99227 -4.40803
H -2.96481 -3.98013 -2.94071
H 2.55939 -1.20198 4.23742
C 1.66575 -3.41478 -1.86844
O -2.20764 2.18327 -1.37179
C 1.54311 1.66648 -1.74776
N 3.04542 -0.88695 -0.08638
H 3.07820 -5.08502 4.15604
C -2.67262 -1.34687 3.66705
C 1.52090 -3.48543 0.97819
C -3.21693 -2.69666 6.04831
C -5.93870 -1.66272 -0.57972
C 3.28708 4.77193 -1.52246
H 1.52416 -0.82068 -3.58542
H 2.26933 -1.06907 -5.17712
H -2.59524 7.20108 2.76071
C 3.65050 6.47724 -3.18326
S 4.37238 8.02463 -3.66581
C 2.82274 -3.98277 0.95532
H 3.43191 4.38340 -0.52150
P -0.55166 1.93913 2.11111
C -5.04298 -1.32566 1.63188
C 2.63947 -4.64318 3.26789
H 1.63276 -0.87590 6.51872
C 1.99302 2.75179 -2.06030
C -2.81169 -3.41006 4.92539
O -0.16271 1.58532 0.70247
H -2.95126 5.92142 0.66925
C -2.19264 6.19948 2.65955
C -3.04045 -3.46819 -3.90484
C 2.30338 4.55570 -3.71140
C 4.18485 -1.14197 -0.16028
H 1.44882 -5.55486 -6.88457
C 3.84400 5.98532 -1.89495
P -2.30880 -0.62816 2.03447
H -0.30180 3.95550 4.35620
H 1.06793 -3.27467 -2.77024
C 1.34674 -4.13459 3.30445
C 1.32172 -0.93576 -4.64887
H -1.13599 1.99797 4.97219
C 0.39599 -2.09217 -4.90729
H -2.02688 3.64702 0.43587
C 6.03685 7.61748 -4.16976